C3H12NO2 | the ωB97M-V functional and the def2-TZVPD basis

Each atom is followed by the atoms it is bonded to, with distances in Å.
Geometry (Å):
1 C 0.483 -2.700 0.636  C2 1.483, H5 1.088, H6 1.098, H7 1.087
2 C -0.251 -1.412 0.586  C1 1.483, C3 1.334, H8 1.087
3 C -0.507 -0.724 -0.528  C2 1.334, N4 1.498, H9 1.073
4 N -1.061 0.640 -0.248  C3 1.498, H10 1.029, H11 1.018, H12 1.024
5 H 0.039 -3.457 -0.008  C1 1.088
6 H 1.507 -2.505 0.292  C1 1.098
7 H 0.696 -3.064 1.638  C1 1.087
8 H -0.405 -0.894 1.530  C2 1.087
9 H -0.803 -1.058 -1.504  C3 1.073
10 H -0.644 1.445 -0.735  N4 1.029
11 H -2.073 0.745 -0.281  N4 1.018
12 H -0.835 0.806 0.737  N4 1.024
13 H 1.156 2.086 2.725  O15 0.957
14 H 1.088 1.929 1.189  O15 0.967
15 O 1.121 1.438 2.022  H13 0.957, H14 0.967
16 H -0.391 2.762 -2.931  O18 0.967
17 H 0.910 1.998 -2.599  O18 0.943
18 O -0.030 1.963 -2.523  H16 0.967, H17 0.943

Values from the calculation:
ΔE to the lowest compared entry with this formula, charge and spin = 134.3 kJ/mol
Total charge = +1
Gap between HOMO and LUMO = 11.050 eV
HOMO level = -14.348 eV

How positive or negative is each atom? The Mulliken charges in e answer that:
1. C -1.207
2. C -0.003
3. C -0.154
4. N -0.261
5. H 0.339
6. H 0.309
7. H 0.346
8. H 0.214
9. H 0.430
10. H 0.319
11. H 0.351
12. H 0.319
13. H 0.336
14. H 0.302
15. O -0.627
16. H 0.318
17. H 0.324
18. O -0.656